# 1
Entry from the Open Molecules 2025 dataset: a 3-piece molecular cluster, H5O3 overall (wB97M-V/def2-TZVPD).

Summary:
Electronic energy in eV: -6223.45062
Energy relative to the best compared isomer or geometry (same formula, charge and spin) in kcal per mole: 27.21

Structure (ORCA input):
```
! RIJCOSX wB97M-V def2-TZVPD def2/J DEFGRID3
* xyz -1 1
O -0.227 -1.792 -1.211
H 0.039 -1.043 -0.575
O -1.376 1.520 0.966
H -0.970 2.462 1.267
H -0.572 1.255 0.441
O 0.882 -0.143 0.305
H 1.736 0.276 0.227
H 0.487 -2.537 -1.420
*
```

natural (NBO) population analysis, charges in e, atoms 1 to 5:
1 O -1.057
2 H 0.531
3 O -0.972
4 H 0.426
5 H 0.519

# 2
Entry from the Open Molecules 2025 dataset: a 2-piece molecular cluster, C5H6N2O2 overall (wB97M-V/def2-TZVPD).

Summary:
Electronic energy in eV: -12354.05265
Energy relative to the best compared isomer or geometry (same formula, charge and spin) in kcal per mole: 82.29

Structure (ORCA input):
```
! RIJCOSX wB97M-V def2-TZVPD def2/J DEFGRID3
* xyz 0 1
C 2.012 -1.037 2.322
C -2.929 -0.740 -0.820
C -3.262 1.733 -1.668
C 0.694 -1.218 2.267
C -2.261 0.288 -0.079
N 3.156 -0.619 2.293
N -3.706 -1.509 -1.163
O -1.570 0.038 0.852
O -2.594 1.525 -0.452
H -2.440 1.736 -2.429
H -3.798 2.784 -1.679
H -3.955 0.928 -1.705
H -0.033 -0.985 1.434
H 0.107 -1.470 3.111
H 3.912 -1.257 2.090
*
```

natural (NBO) population analysis, charges in e, atoms 1 to 5:
1 C 0.427
2 C 0.128
3 C -0.272
4 C -0.679
5 C 0.713

# 3
Entry from the Open Molecules 2025 dataset: C11H14BN7SeV as an isolated structure (wB97M-V/def2-TZVPD).

Summary:
Electronic energy in eV: -113754.85354
Energy relative to the best compared isomer or geometry (same formula, charge and spin) in kcal per mole: 4.51

Structure (ORCA input):
```
! RIJCOSX wB97M-V def2-TZVPD def2/J DEFGRID3
* xyz 2 2
H -0.201 2.547 1.023
N 0.156 1.340 -0.725
B 0.654 0.524 -3.026
N 0.617 1.658 -1.964
C 0.885 2.982 -2.048
V -0.621 -0.916 -0.422
H 1.273 3.430 -2.947
C 0.565 3.553 -0.813
H 0.640 4.580 -0.516
C 0.109 2.488 -0.012
H 0.946 0.933 -4.103
C -1.967 -1.959 0.359
H -2.737 -1.457 0.930
H -1.267 -2.584 0.957
H -2.352 -2.587 -0.454
N -0.817 -0.034 -3.032
N 1.726 -0.492 -2.486
N -1.529 -0.376 -1.799
N 1.386 -1.108 -1.292
C -1.691 -0.093 -4.030
C 2.949 -0.892 -2.802
H -1.366 0.132 -5.036
H 3.436 -0.450 -3.660
C -2.957 -0.475 -3.568
C 3.382 -1.852 -1.872
C -2.831 -0.618 -2.200
C 2.373 -2.050 -0.970
H -3.822 -0.683 -4.156
H 4.328 -2.380 -1.926
H -3.565 -0.916 -1.461
H 2.283 -2.610 -0.048
H 0.415 -1.384 -1.570
Se 0.136 1.436 3.752
C -0.193 0.435 2.354
N -0.345 -0.121 1.304
*
```

natural (NBO) population analysis, charges in e, atoms 1 to 5:
1 H 0.242
2 N -0.314
3 B 0.512
4 N -0.349
5 C 0.028

# 4
Entry from the Open Molecules 2025 dataset: a 11-piece molecular cluster, C15H52N6O11 overall (wB97M-V/def2-TZVPD).

Summary:
Electronic energy in eV: -47857.86561
Energy relative to the best compared isomer or geometry (same formula, charge and spin) in kcal per mole: 161.89

Structure (ORCA input):
```
! RIJCOSX wB97M-V def2-TZVPD def2/J DEFGRID3
* xyz 0 1
C 2.847 -3.899 1.128
C 1.325 -3.750 0.937
O 0.814 -3.862 2.243
H 2.902 -4.796 1.678
H 3.237 -3.119 1.665
H 3.489 -3.975 0.174
H 0.692 -4.417 0.347
H 1.093 -2.773 0.603
H 0.155 -3.180 2.405
C -1.935 3.457 -2.387
C -0.883 3.780 -3.493
O 0.333 3.474 -2.778
H -1.859 4.220 -1.655
H -1.749 2.433 -2.034
H -2.933 3.528 -2.792
H -0.972 4.819 -3.779
H -1.050 3.073 -4.226
H 0.498 2.503 -2.699
C 2.661 -1.234 4.062
C 1.325 -0.713 3.638
O 1.256 -0.706 2.210
H 3.394 -0.444 3.909
H 3.002 -2.205 3.647
H 2.639 -1.498 5.106
H 0.923 0.099 4.270
H 0.654 -1.579 3.901
H 0.333 -0.512 1.946
C -2.283 0.089 -4.295
C -3.237 0.258 -3.105
O -2.516 -0.116 -1.917
H -1.546 -0.724 -4.150
H -1.628 1.000 -4.258
H -2.823 0.195 -5.236
H -4.095 -0.297 -3.345
H -3.495 1.290 -2.992
H -2.808 0.257 -1.104
C -2.805 2.521 0.939
O -3.111 1.684 -0.064
N -2.161 2.172 1.985
N -3.167 3.794 0.908
H -1.779 1.274 1.908
H -1.820 2.809 2.692
H -3.488 4.116 -0.033
H -2.906 4.539 1.617
C -1.760 -1.709 2.004
O -1.694 -0.397 1.558
N -1.882 -2.046 3.246
N -1.839 -2.652 1.147
H -1.806 -1.377 4.029
H -1.983 -2.954 3.575
H -1.706 -2.452 0.139
H -1.965 -3.585 1.474
C -1.814 -3.817 -1.863
O -1.049 -4.945 -1.669
N -3.075 -3.898 -1.919
N -1.295 -2.587 -1.783
H -3.303 -4.879 -1.926
H -3.798 -3.261 -2.180
H -0.243 -2.483 -1.824
H -1.849 -1.765 -2.039
C 0.449 0.516 -0.786
O 0.197 0.609 -2.151
H 1.247 1.151 -0.619
H 0.732 -0.500 -0.671
H -0.469 0.733 -0.288
H -0.658 0.324 -2.306
C 1.955 2.755 2.449
O 0.783 2.168 1.807
H 2.751 2.625 1.748
H 2.085 2.161 3.302
H 1.742 3.770 2.835
H 0.607 2.778 1.107
C 3.424 2.763 -1.339
O 4.737 3.255 -1.047
H 2.761 2.981 -0.502
H 3.384 1.645 -1.470
H 2.992 3.012 -2.277
H 5.020 2.770 -0.235
C 3.681 -0.787 -0.142
O 3.432 -0.026 0.969
H 2.748 -1.274 -0.258
H 4.365 -1.637 -0.023
H 3.937 -0.239 -1.062
H 2.604 -0.373 1.407
*
```

Löwdin population analysis, charges in e, atoms 1 to 5:
1 C -0.053
2 C -0.293
3 O -0.095
4 H 0.059
5 H 0.013

# 5
Entry from the Open Molecules 2025 dataset: C22H28F4N6SV as an isolated structure (wB97M-V/def2-TZVPD).

Summary:
Electronic energy in eV: -79587.59882

Structure (ORCA input):
```
! RIJCOSX wB97M-V def2-TZVPD def2/J DEFGRID3
* xyz 2 2
V -0.214 -0.183 0.191
C -0.932 -3.035 1.589
C -0.156 -3.379 0.330
N 0.620 -2.235 -0.276
C 2.096 -2.453 -0.112
C 2.642 -2.259 1.285
C 0.380 -2.177 -1.753
C 0.751 -0.785 -2.304
N 0.841 0.229 -1.216
C 1.760 1.271 -1.381
C 2.303 1.842 -0.235
F 1.916 1.308 0.942
C 3.222 2.856 -0.270
F 3.707 3.327 0.872
C 3.633 3.362 -1.489
C 3.106 2.813 -2.644
F 3.469 3.273 -3.829
C 2.183 1.784 -2.605
F 1.693 1.313 -3.745
H -1.619 -3.849 1.820
H -1.561 -2.147 1.464
H -0.286 -2.900 2.455
H -0.846 -3.755 -0.423
H 0.540 -4.190 0.545
H 2.608 -1.774 -0.794
H 2.307 -3.467 -0.456
H 2.606 -1.211 1.587
H 3.691 -2.558 1.296
H 2.126 -2.884 2.019
H -0.658 -2.393 -1.951
H 0.972 -2.936 -2.268
H 0.016 -0.469 -3.042
H 1.717 -0.836 -2.801
H 4.355 4.166 -1.540
C -5.037 2.822 -2.514
C -3.635 2.571 -3.049
N -3.114 1.258 -2.628
C -2.414 1.071 -1.515
S -2.158 -0.618 -0.987
N -1.944 2.069 -0.819
N -1.294 1.583 0.295
C -1.511 2.160 1.422
C -2.392 3.348 1.564
C -0.844 1.482 2.550
C -0.857 1.944 3.844
C -0.187 1.227 4.830
C 0.481 0.068 4.483
C 0.448 -0.343 3.165
N -0.205 0.333 2.210
H -5.405 3.783 -2.874
H -5.731 2.049 -2.850
H -5.042 2.841 -1.422
H -3.623 2.587 -4.136
H -2.939 3.325 -2.695
H -3.501 0.440 -3.069
H -3.286 3.210 0.960
H -2.677 3.530 2.596
H -1.883 4.234 1.176
H -1.377 2.859 4.088
H -0.187 1.576 5.855
H 1.023 -0.517 5.214
H 0.957 -1.243 2.866
*
```

natural (NBO) population analysis, charges in e, atoms 1 to 5:
1 V 1.479
2 C -0.607
3 C -0.229
4 N -0.507
5 C -0.216

# 6
Entry from the Open Molecules 2025 dataset: C4H15NOSi2 as an isolated structure (wB97M-V/def2-TZVPD).

Summary:
Electronic energy in eV: -23684.05237
Energy relative to the best compared isomer or geometry (same formula, charge and spin) in kcal per mole: 62.32

Structure (ORCA input):
```
! RIJCOSX wB97M-V def2-TZVPD def2/J DEFGRID3
* xyz 0 1
C -2.451 2.436 0.200
C 2.339 -2.176 -0.553
C 1.448 -0.624 1.761
C -0.687 -1.780 0.096
N -1.925 1.999 -1.135
O 1.118 0.217 -1.106
Si -0.195 2.061 -1.418
Si 1.088 -0.946 -0.054
H -3.545 2.758 0.007
H -2.329 1.573 0.864
H -2.007 3.361 0.583
H 2.280 -2.493 -1.552
H 3.285 -1.782 -0.333
H 2.180 -2.904 0.204
H 1.823 0.470 1.911
H 0.559 -0.831 2.404
H 2.181 -1.385 2.165
H -0.593 -2.772 0.709
H -1.426 -1.067 0.523
H -1.172 -1.788 -0.904
H -2.289 0.996 -1.327
H 0.438 2.770 -0.184
H -0.122 1.906 -2.862
*
```

natural (NBO) population analysis, charges in e, atoms 1 to 5:
1 C -0.425
2 C -1.134
3 C -1.171
4 C -1.139
5 N -1.080